<a>
Density functional theory data (wB97M-V/def2-TZVPD) for a single CH7N2PS2 molecule.

Element x y z (Å)
C: 0.979 -1.404 -1.620
S: -0.398 -0.317 -1.418
P: 0.015 0.501 0.407
N: -1.287 -0.262 1.314
N: -0.486 2.115 0.116
S: 2.233 0.474 1.293
H: 0.510 -2.361 -1.202
H: 1.789 -1.130 -0.973
H: 1.297 -1.605 -2.627
H: -1.704 0.430 1.984
H: -1.054 -1.019 1.810
H: -0.405 2.580 1.002
H: -1.487 1.998 -0.086

Computed properties:
- SMILES string = CSP(N)(N)=S
- E_LUMO (eV) = -0.105

Mulliken atomic charge list, values in e, 6 entries: atom 1 (C): -0.63, atom 2 (S): -0.11, atom 3 (P): 0.50, atom 4 (N): -0.57, atom 5 (N): -0.61, atom 6 (S): -0.43

<b>
Density functional theory data (wB97M-V/def2-TZVPD) for a single CH7N2PS2 molecule.

Element x y z (Å)
C: -0.722 1.834 1.393
S: -1.061 0.435 0.395
P: 0.891 -0.338 0.179
N: 0.644 -1.539 -0.848
N: 1.322 -1.133 1.611
S: 2.125 1.154 -0.372
H: -1.559 2.422 1.519
H: 0.056 2.350 0.947
H: -0.310 1.437 2.352
H: 0.792 -1.346 -1.751
H: 1.009 -2.505 -0.567
H: 1.460 -0.421 2.302
H: 0.756 -2.010 1.904

Computed properties:
- SMILES string = CSP(N)(N)=S
- E_LUMO (eV) = 0.575

Mulliken atomic charge list, values in e, 6 entries: atom 1 (C): -0.77, atom 2 (S): -0.15, atom 3 (P): 0.60, atom 4 (N): -0.51, atom 5 (N): -0.59, atom 6 (S): -0.44

Stability summary: most stable <b>, least stable <a>.

<a>
Density functional theory data (wB97M-V/def2-TZVPD) for a single C2H6O molecule.

Element x y z (Å)
C: -0.384 0.825 -0.416
C: 0.083 -0.173 0.614
O: 0.289 -1.682 -0.246
H: -1.014 0.430 -1.182
H: -0.776 1.625 0.110
H: 0.455 1.076 -0.919
H: -0.824 -0.331 1.341
H: 1.046 -0.137 1.254
H: 1.126 -1.633 -0.557

Computed properties:
- SMILES string = CCO
- E_LUMO (eV) = 1.080

Mulliken atomic charge list, values in e, 6 entries: atom 1 (C): -0.96, atom 2 (C): -0.16, atom 3 (O): -0.57, atom 4 (H): 0.31, atom 5 (H): 0.33, atom 6 (H): 0.32

<b>
Density functional theory data (wB97M-V/def2-TZVPD) for a molecular structure, C2H6O.

Element x y z (Å)
C: 0.821 -0.235 -0.220
C: -0.325 0.511 -0.023
H: 0.443 -1.041 -0.701
H: 1.444 -0.679 0.815
H: 1.425 0.345 -0.661
H: -0.534 1.335 -0.548
H: -0.373 0.977 0.842
H: -1.361 -0.973 0.749
O: -1.539 -0.239 -0.253

Computed properties:
- E_LUMO (eV) = 0.735

Mulliken atomic charge list, values in e, 6 entries: atom 1 (C): -1.02, atom 2 (C): -0.62, atom 3 (H): 0.38, atom 4 (H): 0.21, atom 5 (H): 0.37, atom 6 (H): 0.50

Stability summary: most stable <a>, least stable <b>.

<a>
Density functional theory data (wB97M-V/def2-TZVPD) for 8 unconnected molecules or ions with the total composition H18NO7.

Element x y z (Å)
N: 7.311 33.737 13.583
H: 8.222 33.796 13.398
H: 7.189 32.879 14.002
H: 6.700 33.792 12.552
H: 7.040 34.413 14.232
O: 10.641 35.094 11.544
H: 10.876 34.559 12.262
H: 11.304 34.820 10.728
O: 5.529 31.291 12.319
H: 6.074 31.343 11.479
H: 4.556 31.467 12.049
O: 4.058 36.092 15.189
H: 4.220 35.119 14.842
H: 3.123 36.247 15.176
O: 5.102 33.213 15.447
H: 4.186 33.187 14.887
H: 5.423 32.210 15.655
O: 8.265 33.259 10.417
H: 7.794 32.371 10.409
H: 9.136 33.327 9.809
O: 10.756 33.440 13.953
H: 11.472 33.779 14.419
H: 10.849 32.493 13.816
O: 8.736 33.457 16.368
H: 8.396 34.376 16.384
H: 9.514 33.632 15.826

Computed properties:
- charge = +1
- E_LUMO (eV) = -3.645

Mulliken atomic charge list, values in e, 6 entries: atom 1 (N): -0.35, atom 2 (H): 0.19, atom 3 (H): 0.37, atom 4 (H): 0.40, atom 5 (H): 0.34, atom 6 (O): -0.63

<b>
Density functional theory data (wB97M-V/def2-TZVPD) for 8 unconnected molecules or ions with the total composition H18NO7.

Element x y z (Å)
N: 20.950 10.064 35.270
H: 21.563 9.568 35.955
H: 20.212 10.749 35.766
H: 20.542 9.506 34.693
H: 21.491 10.679 34.506
O: 21.047 9.654 32.122
H: 21.211 8.776 31.767
H: 19.932 9.782 32.059
O: 17.711 11.025 36.066
H: 17.658 11.109 37.126
H: 17.008 10.479 35.911
O: 20.260 11.863 38.210
H: 19.918 10.926 38.316
H: 20.389 11.924 39.239
O: 23.225 7.923 35.093
H: 22.842 7.230 34.834
H: 23.817 7.710 35.827
O: 22.536 9.144 38.104
H: 23.085 8.414 38.317
H: 22.917 9.953 38.063
O: 19.417 9.084 38.035
H: 18.808 8.814 37.299
H: 20.016 8.400 37.833
O: 22.959 12.712 35.796
H: 23.189 12.217 36.678
H: 22.406 13.486 36.075

Computed properties:
- charge = +1
- E_LUMO (eV) = -3.334

Mulliken atomic charge list, values in e, 6 entries: atom 1 (N): -0.39, atom 2 (H): 0.19, atom 3 (H): 0.37, atom 4 (H): 0.38, atom 5 (H): 0.41, atom 6 (O): -0.69

Stability summary: most stable <b>, least stable <a>.

<a>
Density functional theory data (wB97M-V/def2-TZVPD) for a single C2H8N2S molecule.

Element x y z (Å)
C: -1.962 -0.542 -0.362
N: -0.578 -0.669 0.107
N: 0.298 0.315 -0.687
C: 1.325 0.981 0.100
S: 2.745 -0.167 0.441
H: -2.437 0.454 -0.276
H: -2.108 -0.854 -1.406
H: -2.645 -1.305 0.247
H: -0.553 -0.267 1.109
H: 0.721 -0.271 -1.388
H: 0.903 1.413 1.130
H: 1.756 1.641 -0.706
H: 2.537 -0.728 1.690

Computed properties:
- SMILES string = CNNCS
- E_LUMO (eV) = 0.875

Mulliken atomic charge list, values in e, 6 entries: atom 1 (C): -0.71, atom 2 (N): -0.34, atom 3 (N): -0.27, atom 4 (C): -0.50, atom 5 (S): -0.22, atom 6 (H): 0.29

<b>
Density functional theory data (wB97M-V/def2-TZVPD) for a molecular structure, C2H8N2S.

Element x y z (Å)
C: -0.242 1.713 -1.078
S: -0.414 3.372 -1.736
H: 0.508 1.635 -0.145
H: -1.166 1.263 -0.813
H: 0.196 0.855 -1.773
N: 0.129 -2.483 0.212
C: 0.656 -1.518 0.796
N: -0.114 -0.933 1.807
H: -0.576 -3.026 0.749
H: -0.298 2.593 -3.264
H: 1.884 -1.397 0.720
H: 0.443 -0.752 2.698
H: -1.007 -1.323 1.825

Computed properties:
- E_LUMO (eV) = 0.177

Mulliken atomic charge list, values in e, 6 entries: atom 1 (C): -0.75, atom 2 (S): -0.23, atom 3 (H): 0.19, atom 4 (H): 0.35, atom 5 (H): 0.27, atom 6 (N): -0.65

<c>
Density functional theory data (wB97M-V/def2-TZVPD) for 2 unconnected molecules or ions with the total composition C2H8N2S.

Element x y z (Å)
H: 0.741 -1.194 3.040
N: 0.886 -0.488 2.306
C: -0.299 -0.046 1.883
N: -0.298 1.354 1.363
H: -1.244 -0.389 2.296
H: 0.270 1.605 0.575
H: -0.926 2.078 1.548
C: -0.369 -0.585 -2.134
S: 1.353 -0.309 -1.507
H: -0.400 -1.710 -2.275
H: -0.466 -0.226 -3.157
H: -1.116 -0.485 -1.293
H: 1.867 0.396 -2.645

Computed properties:
- SMILES string = [H]/N=C/N.CS
- E_LUMO (eV) = 0.797

Mulliken atomic charge list, values in e, 6 entries: atom 1 (H): 0.23, atom 2 (N): -0.56, atom 3 (C): 0.01, atom 4 (N): -0.36, atom 5 (H): 0.33, atom 6 (H): 0.19

Stability summary: most stable <c>, least stable <b>.